# 1
This record from OMol25 describes 2 unconnected molecules or ions with the total composition C4H9NO. The level of theory is ωB97M-V with the def2-TZVPD basis set.

XYZ file:
```
15
Properties=species:S:1:pos:R:3:forces:R:3
C -2.578 -0.302 -0.122 0.0 0.0 0.0
C -1.371 0.200 -0.099 0.3 0.3 0.3
N -0.251 0.642 0.124 -0.8 -0.3 0.0
C 0.015 2.073 0.155 0.1 0.2 0.0
H -3.173 -0.109 0.765 0.0 -0.3 0.0
H -2.988 -0.889 -0.931 0.1 0.3 -0.1
H -0.819 2.664 -0.237 0.1 -0.1 0.0
H 0.154 2.307 1.214 0.0 0.2 -0.2
H 0.940 2.320 -0.370 -0.1 -0.1 0.0
C 1.938 -1.563 -0.300 0.4 0.0 -0.3
O 1.051 -1.802 0.762 -0.1 0.1 0.1
H 1.463 -1.684 -1.288 0.0 0.0 0.2
H 2.750 -2.291 -0.219 -0.1 0.1 -0.1
H 2.375 -0.553 -0.265 -0.1 -0.2 0.0
H 0.493 -1.012 0.812 0.1 -0.1 0.1
```
Positions in Å, forces in eV/Å.

Computed properties:
SMILES string   C=C=NC.CO
Charge   0
Relative energy (zero: lowest compared OMol25 entry of this formula, charge and spin)   68.1 kcal/mol
Total energy   -287.72389 Eh
2S+1   1
Frontier orbital gap   10.119 eV

---

# 2
This record from OMol25 describes C4H9NO in the gas phase in a non-equilibrium geometry. The level of theory is ωB97M-V with the def2-TZVPD basis set.

XYZ file:
```
15
Properties=species:S:1:pos:R:3:forces:R:3
C -0.012 1.858 -0.029 -0.4 0.6 0.1
N 0.334 0.503 -0.072 -0.5 0.4 0.3
C -0.380 -0.527 0.043 0.3 1.0 0.0
C -1.863 -0.587 0.346 0.2 -0.1 -0.1
O 0.365 -1.634 -0.103 1.3 0.8 -0.5
C 1.855 -1.131 -0.302 -0.3 -1.3 0.1
H -1.022 2.051 -0.399 -0.2 0.3 0.1
H 0.095 2.223 0.997 -0.1 0.3 -0.1
H 0.706 2.396 -0.659 -0.2 0.2 0.1
H -2.323 0.378 0.093 0.2 -0.3 0.0
H -2.388 -1.376 -0.197 0.2 0.0 0.0
H -2.030 -0.750 1.418 0.2 0.0 -0.2
H 2.206 -0.241 -0.875 -1.2 -0.9 0.2
H 2.180 -2.014 -0.816 0.7 -0.6 0.1
H 2.260 -1.001 0.704 -0.1 -0.3 -0.2
```
Positions in Å, forces in eV/Å.

Computed properties:
SMILES string   C/N=C(\C)OC
Charge   0
Relative energy (zero: lowest compared OMol25 entry of this formula, charge and spin)   62.2 kcal/mol
Total energy   -287.73326 Eh
2S+1   1
Frontier orbital gap   9.865 eV

---

# 3
This record from OMol25 describes C4H9NO in the gas phase. The level of theory is ωB97M-V with the def2-TZVPD basis set.

XYZ file:
```
15
Properties=species:S:1:pos:R:3:forces:R:3
C -1.784 0.548 0.312 0.0 0.0 0.0
C -1.229 -0.429 -0.728 -0.1 -0.1 0.0
N 0.164 -0.118 -1.057 0.2 0.0 0.2
C 1.088 -0.618 -0.140 -0.2 -0.4 0.7
C 2.149 0.185 0.612 0.0 0.2 -0.2
O 0.923 -1.742 0.297 -0.1 -0.1 -0.2
H -2.796 0.268 0.623 0.1 0.0 -0.1
H -1.819 1.574 -0.074 0.0 -0.2 0.0
H -1.146 0.545 1.205 -0.1 0.0 -0.1
H -1.219 -1.441 -0.320 -0.1 0.1 -0.1
H -1.853 -0.437 -1.628 0.2 0.0 0.0
H 0.326 0.651 -1.693 0.3 0.1 0.7
H 2.133 1.263 0.464 0.1 0.0 -0.2
H 3.154 -0.224 0.462 -0.2 0.1 -0.2
H 1.909 -0.025 1.665 0.1 0.2 -0.3
```
Positions in Å, forces in eV/Å.

Computed properties:
SMILES string   CCNC(C)=O
Charge   0
Relative energy (zero: lowest compared OMol25 entry of this formula, charge and spin)   20.5 kcal/mol
Total energy   -287.79983 Eh
2S+1   1
Frontier orbital gap   10.427 eV

---

# 4
This record from OMol25 describes 2 unconnected molecules or ions with the total composition C4H9NO in a non-equilibrium geometry. The level of theory is ωB97M-V with the def2-TZVPD basis set.

XYZ file:
```
15
Properties=species:S:1:pos:R:3:forces:R:3
C 0.814 1.169 -1.589 -1.1 0.0 0.4
C 0.333 0.662 -0.427 1.4 0.7 -1.5
C 0.864 -0.517 0.311 -0.2 1.8 -0.7
C 2.004 -1.110 -0.081 0.1 0.2 2.4
N -0.017 -0.925 1.327 -0.5 -0.8 0.9
H 0.067 1.616 -2.250 0.4 0.9 0.5
H 1.814 1.152 -1.992 0.1 -1.0 -0.1
H -0.486 1.249 -0.035 -0.8 -1.0 0.0
H 2.779 -0.533 -0.568 -0.3 -0.3 -0.7
H 2.339 -1.915 0.568 0.0 -0.2 -0.4
H -0.981 -0.639 1.177 0.2 0.0 -0.5
H 0.171 -0.577 2.264 0.7 -0.3 -0.3
O -2.863 0.513 0.242 -0.9 0.2 -0.3
H -3.230 1.307 -0.172 0.5 0.1 0.1
H -3.662 -0.033 0.230 0.3 -0.4 0.2
```
Positions in Å, forces in eV/Å.

Computed properties:
SMILES string   C=CC(=C)N.O
Charge   0
Relative energy (zero: lowest compared OMol25 entry of this formula, charge and spin)   72.5 kcal/mol
Total energy   -287.71687 Eh
2S+1   1
Frontier orbital gap   8.682 eV

---

# 5
This record from OMol25 describes C4H9NO in the gas phase in a non-equilibrium geometry. The level of theory is ωB97M-V with the def2-TZVPD basis set.

XYZ file:
```
15
Properties=species:S:1:pos:R:3:forces:R:3
C -1.303 0.904 0.175 -0.2 -0.5 0.0
C -0.208 -0.116 0.444 0.0 -0.3 0.1
C 0.342 -0.121 1.832 0.1 -0.1 0.0
O 0.069 -1.744 -0.007 -1.6 1.1 0.8
C 0.519 -0.645 -0.691 0.6 1.0 -0.3
N -0.092 -0.494 -1.988 0.4 -0.1 -0.2
H -1.878 1.180 1.066 0.0 -0.3 -0.2
H -1.944 0.630 -0.657 -0.1 0.0 0.1
H -0.784 1.828 -0.157 0.0 -0.6 0.2
H 1.263 -0.702 1.871 0.0 0.2 0.1
H 0.481 0.878 2.264 0.0 -0.1 -0.3
H -0.412 -0.637 2.437 0.2 0.1 0.1
H 1.565 -0.351 -0.663 0.6 -0.6 -0.4
H 0.629 -0.482 -2.693 0.0 0.0 -0.2
H -0.669 -1.318 -2.156 0.1 0.3 0.1
```
Positions in Å, forces in eV/Å.

Computed properties:
SMILES string   CC1(C)O[C@H]1N
Charge   0
Relative energy (zero: lowest compared OMol25 entry of this formula, charge and spin)   64.6 kcal/mol
Total energy   -287.72953 Eh
2S+1   1
Frontier orbital gap   10.105 eV

---

# 6
This record from OMol25 describes C4H9NO in the gas phase. The level of theory is ωB97M-V with the def2-TZVPD basis set.

XYZ file:
```
15
Properties=species:S:1:pos:R:3:forces:R:3
C 0.551 1.221 -1.056 0.1 0.1 -0.1
N 0.270 -0.013 -0.347 0.0 0.0 0.0
C -0.650 -0.852 -1.092 -0.1 -0.1 -0.1
C -0.160 0.186 1.023 0.0 0.0 0.1
C 0.442 -0.848 1.959 -0.2 0.0 0.4
O -0.017 -1.123 3.041 0.2 0.1 -0.5
H -0.347 1.843 -1.223 0.1 -0.1 0.0
H 0.984 0.984 -2.034 -0.1 0.0 0.1
H 1.285 1.812 -0.500 -0.1 -0.1 -0.1
H -0.217 -1.101 -2.066 -0.1 0.0 0.1
H -0.835 -1.788 -0.554 0.0 0.1 -0.1
H -1.626 -0.358 -1.266 0.1 -0.1 0.1
H -1.255 0.190 1.156 0.1 0.0 0.0
H 0.199 1.159 1.383 0.0 -0.1 0.0
H 1.377 -1.313 1.577 -0.1 0.0 0.1
```
Positions in Å, forces in eV/Å.

Computed properties:
SMILES string   CN(C)CC=O
Charge   0
Relative energy (zero: lowest compared OMol25 entry of this formula, charge and spin)   39.6 kcal/mol
Total energy   -287.76932 Eh
2S+1   1
Frontier orbital gap   9.957 eV

---

# 7
This record from OMol25 describes C4H9NO in the gas phase in a non-equilibrium geometry. The level of theory is ωB97M-V with the def2-TZVPD basis set.

XYZ file:
```
15
Properties=species:S:1:pos:R:3:forces:R:3
C -0.331 -0.195 1.334 1.5 1.2 1.4
C -0.121 -0.153 -0.147 2.6 0.6 0.1
C -1.008 0.845 -0.875 0.3 0.0 0.2
N -0.033 -1.404 -0.840 -0.5 -1.2 0.4
C 1.360 0.438 0.161 -0.4 -1.6 -5.1
O 2.336 -0.270 -0.023 -0.6 1.1 1.3
H -1.344 0.012 1.665 0.1 0.4 0.4
H 0.081 -1.072 1.826 -0.2 -0.3 -0.2
H 0.556 0.638 1.672 -3.0 -1.4 0.7
H -1.029 1.807 -0.364 0.0 0.1 0.1
H -0.638 1.001 -1.887 -0.1 0.0 -0.1
H -2.030 0.469 -0.917 0.0 -0.1 0.0
H 0.727 -1.477 -1.507 0.0 0.5 0.0
H 0.134 -2.175 -0.195 -0.1 0.3 -0.1
H 1.341 1.536 0.095 0.5 0.3 1.0
```
Positions in Å, forces in eV/Å.

Computed properties:
SMILES string   CC(C)(N)C=O
Charge   0
Relative energy (zero: lowest compared OMol25 entry of this formula, charge and spin)   61.4 kcal/mol
Total energy   -287.73465 Eh
2S+1   1
Frontier orbital gap   9.826 eV

---

# 8
This record from OMol25 describes C4H9NO in the gas phase in a non-equilibrium geometry. The level of theory is ωB97M-V with the def2-TZVPD basis set.

XYZ file:
```
15
Properties=species:S:1:pos:R:3:forces:R:3
C -2.094 1.117 -0.183 -1.2 1.6 -1.8
N -1.216 -0.017 -0.400 0.3 -0.6 1.3
C 0.160 0.181 0.032 -0.3 3.8 -3.4
C 0.926 -1.053 -0.100 2.1 -0.9 -0.9
C 2.378 -0.727 0.219 3.3 -2.9 -1.0
O 3.360 -0.901 -0.545 -3.3 1.2 1.9
H -2.633 1.307 -1.213 0.7 -0.1 2.1
H -2.895 0.817 0.581 1.2 1.1 -0.9
H -1.479 2.073 0.023 -1.3 -1.4 0.2
H -1.508 -0.607 0.357 -0.5 -1.2 -0.2
H 0.574 1.171 -0.563 -0.5 -2.8 0.6
H 0.253 0.601 0.970 -0.2 0.5 2.8
H 0.911 -1.421 -1.155 -0.2 0.0 0.9
H 0.639 -1.844 0.663 0.1 0.8 -1.0
H 2.623 -0.696 1.316 -0.3 0.8 -0.5
```
Positions in Å, forces in eV/Å.

Computed properties:
SMILES string   CNCCC=O
Charge   0
Relative energy (zero: lowest compared OMol25 entry of this formula, charge and spin)   69.7 kcal/mol
Total energy   -287.72136 Eh
2S+1   1
Frontier orbital gap   10.170 eV

---

# 9
This record from OMol25 describes C4H9NO in the gas phase in a non-equilibrium geometry. The level of theory is ωB97M-V with the def2-TZVPD basis set.

XYZ file:
```
15
Properties=species:S:1:pos:R:3:forces:R:3
C -1.541 1.214 0.069 0.1 -0.1 0.1
C -0.820 -0.032 -0.456 -0.3 -0.2 0.0
N 0.489 -0.293 0.120 -0.4 -0.8 0.3
C 1.572 -0.557 -0.812 -0.3 -0.2 0.3
C 0.675 -0.648 1.404 -0.3 -0.3 0.3
O -0.212 -0.949 2.174 0.0 0.4 0.4
H -2.525 1.294 -0.413 0.2 -0.1 0.1
H -0.987 2.135 -0.151 0.0 -0.2 0.1
H -1.692 1.135 1.148 0.0 0.1 -0.1
H -0.690 0.070 -1.543 0.0 -0.2 0.3
H -1.411 -0.926 -0.255 -0.4 0.0 -0.2
H 1.769 0.498 -0.900 1.9 0.0 -2.0
H 1.212 -1.161 -1.680 0.2 1.0 0.4
H 2.365 -1.194 -0.366 -0.3 0.9 0.0
H 1.754 -0.620 1.686 -0.4 -0.3 0.0
```
Positions in Å, forces in eV/Å.

Computed properties:
SMILES string   CCN(C)C=O
Charge   0
Relative energy (zero: lowest compared OMol25 entry of this formula, charge and spin)   34.0 kcal/mol
Total energy   -287.77829 Eh
2S+1   1
Frontier orbital gap   10.018 eV

---

# 10
This record from OMol25 describes C4H9NO in the gas phase. The level of theory is ωB97M-V with the def2-TZVPD basis set.

XYZ file:
```
15
Properties=species:S:1:pos:R:3:forces:R:3
C -1.462 -0.927 0.117 -0.1 0.0 0.0
C -0.215 -0.093 -0.072 -0.1 -0.1 0.0
C 0.819 -0.849 -0.874 -0.2 0.2 -0.2
O 2.276 -0.008 -0.446 -0.2 -0.2 0.1
C -0.324 1.387 -0.009 -0.1 0.2 -0.2
N 0.328 0.639 1.081 0.0 -0.1 0.2
H -2.223 -0.388 0.693 0.1 0.0 -0.1
H -1.893 -1.184 -0.857 0.1 0.0 0.1
H -1.211 -1.863 0.626 0.0 0.1 -0.1
H 2.384 -0.971 -0.259 0.5 0.2 0.1
H 0.761 -0.546 -1.929 -0.1 0.0 0.1
H 1.958 0.389 0.419 -0.1 -0.1 -0.1
H -1.294 1.836 0.196 0.1 -0.1 0.0
H 0.351 2.007 -0.595 -0.1 -0.1 0.1
H -0.256 0.572 1.910 0.1 0.0 -0.2
```
Positions in Å, forces in eV/Å.

Computed properties:
Charge   0
Relative energy (zero: lowest compared OMol25 entry of this formula, charge and spin)   123.0 kcal/mol
Total energy   -287.63651 Eh
2S+1   1
Frontier orbital gap   8.635 eV

---

- Among the records above, which one has the lowest frontier orbital gap?
  number 10

---

- Which of these has the lowest frontier orbital gap?
  number 10

---

Copy entry 6 word for word.
This record from OMol25 describes C4H9NO in the gas phase. The level of theory is ωB97M-V with the def2-TZVPD basis set.

XYZ file:
```
15
Properties=species:S:1:pos:R:3:forces:R:3
C 0.551 1.221 -1.056 0.1 0.1 -0.1
N 0.270 -0.013 -0.347 0.0 0.0 0.0
C -0.650 -0.852 -1.092 -0.1 -0.1 -0.1
C -0.160 0.186 1.023 0.0 0.0 0.1
C 0.442 -0.848 1.959 -0.2 0.0 0.4
O -0.017 -1.123 3.041 0.2 0.1 -0.5
H -0.347 1.843 -1.223 0.1 -0.1 0.0
H 0.984 0.984 -2.034 -0.1 0.0 0.1
H 1.285 1.812 -0.500 -0.1 -0.1 -0.1
H -0.217 -1.101 -2.066 -0.1 0.0 0.1
H -0.835 -1.788 -0.554 0.0 0.1 -0.1
H -1.626 -0.358 -1.266 0.1 -0.1 0.1
H -1.255 0.190 1.156 0.1 0.0 0.0
H 0.199 1.159 1.383 0.0 -0.1 0.0
H 1.377 -1.313 1.577 -0.1 0.0 0.1
```
Positions in Å, forces in eV/Å.

Computed properties:
SMILES string   CN(C)CC=O
Charge   0
Relative energy (zero: lowest compared OMol25 entry of this formula, charge and spin)   39.6 kcal/mol
Total energy   -287.76932 Eh
2S+1   1
Frontier orbital gap   9.957 eV